(1)
{
  "formula": "C4H3NO2",
  "method": "the ωB97M-V functional and the def2-TZVPD basis",
  "charge": 0,
  "relative_energy_ev": 3.689,
  "gap_ev": 9.3,
  "homo_ev": -9.61,
  "lumo_ha": -0.0116,
  "energy_ha": -359.33481,
  "elements": ["O", "C", "C", "N", "C", "C", "O", "H", "H", "H"],
  "positions_angstrom": [[2.67, 0.93, -0.13], [2.02, -0.09, -0.12], [0.52, -0.05, 0.01], [-0.34, -0.44, -0.81], [-1.61, -0.08, -0.18], [-1.32, 0.53, 1.17], [0.00, 0.54, 1.20], [2.47, -1.09, -0.22], [-2.29, -0.94, -0.13], [-2.12, 0.68, -0.79]]
}



(2)
{
  "formula": "C4H3NO2",
  "method": "the ωB97M-V functional and the def2-TZVPD basis",
  "charge": 0,
  "relative_energy_ev": 3.129,
  "gap_ev": [8.5, 8.5],
  "homo_ev": [-8.62, -8.61],
  "lumo_ha": [-0.0060, -0.0060],
  "energy_ha": -359.35538,
  "elements": ["C", "C", "C", "C", "N", "O", "O", "H", "H", "H"],
  "positions_angstrom": [[0.03, -0.88, -0.29], [-0.61, 0.29, 0.02], [1.43, -0.75, -0.01], [1.58, 0.75, 0.12], [-1.86, 0.64, 0.21], [2.34, -1.52, 0.16], [2.18, 1.70, -0.16], [-0.39, -1.79, -0.70], [-2.62, -0.03, 0.25], [-2.09, 1.60, 0.40]]
}



(3)
{
  "formula": "C4H3NO2",
  "method": "the ωB97M-V functional and the def2-TZVPD basis",
  "charge": 0,
  "relative_energy_ev": 1.161,
  "gap_ev": 10.4,
  "homo_ev": -10.76,
  "lumo_ha": -0.0134,
  "energy_ha": -359.42771,
  "smiles": "[H]/N=C1/C=CC(=O)O1",
  "elements": ["N", "C", "C", "C", "C", "O", "O", "H", "H", "H"],
  "positions_angstrom": [[2.17, -0.27, 0.17], [0.97, -0.08, -0.10], [-0.13, -1.06, -0.10], [-1.27, -0.37, -0.12], [-0.97, 1.07, 0.03], [-1.63, 1.86, 0.65], [0.31, 1.26, -0.42], [2.85, 0.48, 0.11], [-0.04, -2.14, -0.08], [-2.27, -0.75, -0.12]]
}



(4)
{
  "formula": "C4H3NO2",
  "method": "the ωB97M-V functional and the def2-TZVPD basis",
  "charge": 0,
  "relative_energy_ev": 7.114,
  "gap_ev": [6.7, 6.7],
  "homo_ev": [-7.58, -7.58],
  "lumo_ha": [-0.0310, -0.0310],
  "energy_ha": -359.20893,
  "elements": ["C", "C", "C", "C", "N", "O", "O", "H", "H", "H"],
  "positions_angstrom": [[-1.19, 1.26, -0.15], [-0.10, 1.94, -0.33], [-0.85, -0.19, -0.12], [1.55, -0.35, -0.15], [0.34, -0.57, 0.18], [-1.88, -1.02, -0.15], [2.60, -0.36, 0.69], [-2.24, 1.34, -0.31], [-1.67, -1.82, 0.21], [3.44, -0.22, 0.12]]
}